The following is a DFT calculation (ωB97M-V/def2-TZVPD) of a molecular structure, CH5AlN2O3P in a non-equilibrium geometry.

Geometry as XYZ:
```
13
Properties=species:S:1:pos:R:3:mulliken_charge:R:1
N -2.00 1.14 -0.23 -0.7692
P -0.71 0.75 0.65 0.7053
O -1.16 -0.17 2.01 -0.5333
O 0.11 2.15 1.14 -0.5381
Al 0.65 -0.54 -0.83 0.1762
N 1.76 -1.81 0.10 -0.4409
C 2.25 -2.49 -0.75 0.6000
O 2.65 -3.14 -1.65 -0.5485
H -1.98 2.17 -0.22 0.1339
H -2.13 -0.21 2.07 0.3145
H -0.52 2.89 1.22 0.2819
H 1.45 0.53 -1.70 -0.1984
H -0.38 -1.27 -1.81 -0.1834
```

The net charge is -1. The calculation puts the largest force on an atom at 0.0323 hartree/bohr. As for the total energy: -26130.5885 eV. The value obtained for the orbital gap is 8.4 eV. The calculation puts the HOMO energy at -4.88 eV.